Below is C40H40F36N11O25S12 as an isolated structure in a non-equilibrium geometry, with properties calculated with ωB97M-V with the def2-TZVPD basis set.

```
164
Properties=species:S:1:pos:R:3:mulliken_charge:R:1
C 2.15979 9.77448 -4.48920 -1.518
C 0.68290 9.76527 -4.16713 0.278
C 0.15903 9.43590 -2.74973 -0.673
O -1.22506 9.19556 -2.77200 -0.501
C -1.57591 7.99799 -3.45374 0.166
N -0.03098 11.03623 -4.60756 -0.178
H -0.08530 11.08757 -5.63195 0.370
H -1.02234 11.05676 -4.34598 0.377
H 0.56525 11.83464 -4.37948 0.355
H 2.67309 8.86400 -4.20709 0.373
H 2.57638 10.68001 -4.03295 0.438
H 2.24363 9.99018 -5.55747 0.415
H 0.18613 9.05848 -4.83655 0.352
H 0.46224 10.15428 -1.98692 0.399
H 0.54589 8.48567 -2.36753 0.361
H -2.40628 7.47238 -2.98596 0.024
H -0.75371 7.29065 -3.57501 -0.243
H -1.94643 8.28653 -4.44195 0.243
C 6.58045 -7.90926 -2.58710 -1.052
N 6.22919 -7.26009 -1.32023 0.155
C 6.99667 -6.38717 -0.70054 -0.588
C 6.56507 -5.73259 0.42364 -0.447
C 5.29261 -5.93513 0.94534 0.028
C 4.56255 -6.97453 0.35027 -0.646
C 4.98514 -7.56618 -0.82910 -0.261
C 4.78797 -5.07474 2.02678 1.357
C 5.02075 -3.70984 2.00455 -0.827
C 4.59418 -2.91075 3.06093 -1.364
N 3.86323 -3.45022 4.05070 0.447
C 3.54642 -4.76426 4.02562 -0.390
C 4.16879 -5.61862 3.16027 -0.417
C 3.33638 -2.59898 5.13208 -0.738
H 7.03020 -8.87553 -2.36913 0.331
H 7.07186 -7.18504 -3.23132 0.402
H 5.67335 -8.15567 -3.13871 0.384
H 7.92741 -6.09497 -1.16929 0.406
H 7.21286 -5.00795 0.89744 0.628
H 3.59310 -7.26201 0.73103 0.328
H 4.36939 -8.31092 -1.30457 0.537
H 5.70835 -3.32253 1.26844 0.732
H 4.66172 -1.83843 3.18786 0.713
H 2.78148 -5.04659 4.73929 0.536
H 3.98778 -6.67604 3.29453 0.554
H 3.83000 -1.63194 5.18880 0.216
H 3.57251 -3.10328 6.06840 0.478
H 2.26681 -2.41566 5.05951 0.170
C -0.20353 -3.27668 2.91827 -0.813
N -0.58883 -2.11399 2.14011 1.258
C -0.11030 -2.00112 0.87912 -0.456
C -0.50667 -0.93857 0.10336 -1.602
C -1.23466 0.11404 0.62477 2.032
C -1.63046 0.02055 1.96214 -1.821
C -1.31011 -1.12305 2.67298 1.800
C -1.67653 1.21136 -0.26997 0.626
C -0.81943 1.70459 -1.25961 -0.862
C -1.25948 2.75957 -2.00146 -0.835
N -2.49552 3.30838 -1.85415 0.471
C -3.30794 2.86093 -0.90343 -0.763
C -2.92039 1.79040 -0.09213 -0.674
C -2.89673 4.32016 -2.85073 0.197
H -0.49758 -4.16004 2.36101 0.170
H -0.73869 -3.38926 3.86174 0.193
H 0.86542 -3.25426 3.12386 0.165
H 0.46823 -2.86178 0.58343 0.506
H -0.09513 -0.94487 -0.89520 0.595
H -2.24371 0.74728 2.47331 0.721
H -1.74217 -1.16565 3.66240 -1.004
H 0.18529 1.32571 -1.38206 0.649
H -0.55791 3.15748 -2.71721 0.304
H -4.31077 3.26929 -0.86736 0.533
H -3.64039 1.38377 0.60450 0.520
H -3.35153 3.79338 -3.68711 0.265
H -2.13053 5.03616 -3.11285 -0.654
H -3.72359 4.83950 -2.37587 0.320
C 0.36019 -6.15352 5.27485 0.642
F -0.72570 -5.66590 4.67623 -0.187
F 0.24042 -7.47754 5.27804 -0.228
F 1.44367 -5.86203 4.53672 -0.269
S 0.54009 -5.38161 6.99137 0.965
O -0.57345 -5.91991 7.72613 -0.640
O 1.82058 -5.94094 7.41601 -0.710
N 0.55583 -3.76539 6.59874 -0.040
S -0.32483 -2.91744 7.62278 0.831
O -1.74399 -3.20955 7.57980 -0.609
O 0.24077 -2.74226 8.94976 -0.706
C -0.23517 -1.18204 6.91908 0.572
F -0.98714 -1.07481 5.83267 -0.214
F -0.66556 -0.38007 7.88119 -0.230
F 1.03323 -0.90865 6.60184 -0.196
C -1.02524 -6.33674 -0.50514 0.381
F -1.64010 -5.18601 -0.32729 -0.125
F -1.28839 -7.20820 0.43468 -0.209
F -1.32738 -6.93068 -1.64538 -0.208
S 0.83174 -5.93731 -0.48310 0.781
O 1.12464 -5.67969 0.91217 -0.348
O 1.47827 -7.12027 -1.02018 -0.568
N 0.85300 -4.61652 -1.58164 -0.476
S 2.39485 -4.44637 -1.83509 1.028
O 3.12008 -4.06273 -0.63389 -0.272
O 3.05985 -5.46459 -2.64481 -0.699
C 2.47339 -2.88607 -2.90947 0.279
F 1.73695 -1.93359 -2.35651 -0.027
F 3.70984 -2.40257 -2.80698 -0.237
F 2.23838 -3.17583 -4.16201 -0.192
C -5.67767 6.70261 -2.68603 0.659
F -4.90458 6.88980 -3.73461 -0.207
F -4.94818 6.22917 -1.65585 -0.264
F -6.27865 7.81114 -2.34299 -0.217
S -7.01539 5.45317 -3.13721 0.861
O -8.04858 5.51600 -2.13357 -0.627
O -7.41789 5.86434 -4.45561 -0.625
N -6.13307 3.98059 -3.01819 -0.132
S -7.26292 2.92225 -3.22466 0.871
O -7.98301 2.64369 -2.00365 -0.660
O -8.10747 3.05377 -4.38420 -0.659
C -6.17803 1.38633 -3.57921 0.592
F -5.20304 1.21064 -2.68135 -0.092
F -6.90467 0.28645 -3.66558 -0.221
F -5.68411 1.55271 -4.81499 -0.228
C 0.76973 5.44095 -4.63996 0.499
F 1.99367 4.93643 -4.61814 -0.245
F 0.22005 5.45646 -3.40576 -0.218
F 0.81093 6.71032 -5.07936 -0.214
S -0.40648 4.46764 -5.79647 0.813
O -1.67906 5.16035 -5.65113 -0.555
O 0.14118 4.58442 -7.12762 -0.601
N -0.54968 2.94986 -5.11459 -0.103
S -0.93064 2.07057 -6.34920 0.921
O -2.19914 2.41982 -6.94336 -0.637
O 0.17829 1.69872 -7.20503 -0.653
C -1.21261 0.44215 -5.43949 0.521
F -1.98996 0.63711 -4.37109 -0.099
F -1.67110 -0.42425 -6.33614 -0.212
F -0.03310 -0.04003 -5.01623 -0.219
C 4.78061 -0.47550 0.15229 0.137
F 5.72980 -0.91733 0.99631 -0.273
F 5.15656 0.71958 -0.25726 -0.203
F 4.69930 -1.33430 -0.85088 -0.016
S 3.11356 -0.29551 1.17193 1.117
O 2.35056 0.54701 0.27962 -0.658
O 2.61110 -1.60163 1.48854 0.152
N 3.67462 0.69454 2.41039 -0.700
S 2.37398 0.98939 3.27301 1.064
O 1.47174 1.98724 2.75074 -0.725
O 1.76929 -0.20538 3.80925 -0.389
C 3.25953 1.75666 4.82778 0.418
F 4.04691 0.80770 5.35744 -0.235
F 4.07046 2.78590 4.52438 -0.224
F 2.36254 2.16365 5.71063 -0.190
C -4.15089 0.15558 5.32818 0.553
F -3.66015 -0.04498 6.52290 -0.199
F -5.32200 0.72132 5.36575 -0.222
F -3.18124 0.88818 4.74179 -0.210
S -4.34252 -1.50290 4.38726 0.804
O -3.17479 -2.29203 4.65652 -0.492
O -5.57321 -2.05689 4.89058 -0.644
N -4.42344 -1.02241 2.74109 -0.163
S -4.90992 -2.30831 2.02427 0.844
O -4.11193 -3.50371 2.26132 -0.623
O -6.34226 -2.49157 2.12491 -0.598
C -4.47092 -1.89312 0.19755 0.508
F -5.03550 -2.79384 -0.58741 -0.205
F -4.98373 -0.68053 -0.09255 -0.209
F -3.15258 -1.90206 0.00522 -0.108
```

The calculation puts the lowest unoccupied orbital energy at -1.39 eV. The value obtained for the gap between HOMO and LUMO is 5.27 eV. The calculation puts the energy relative to the best compared isomer or geometry (same formula, charge and spin) at 0.0 kcal/mol. The net charge is -1.

=====

Below is C40H41AsN4O3P2ReS2Se as an isolated structure, with properties calculated with ωB97M-V with the def2-TZVPD basis set.

```
95
Properties=species:S:1:pos:R:3:lowdin_spin:R:1
Re 0.21398 1.31648 -0.93002 2.441
C -1.15107 -1.81889 0.77063 0.001
N -1.47351 -1.10734 1.98243 0.005
C -1.33221 0.32325 2.00914 0.009
P 0.37660 0.90596 1.54001 0.010
C 1.47111 -0.39515 2.14685 -0.001
C 2.06724 -1.31622 1.29409 0.007
C 2.81560 -2.36733 1.80082 0.001
C 2.97087 -2.49693 3.17414 0.000
C 2.38184 -1.57935 4.03462 0.000
C 1.63461 -0.52972 3.52764 -0.002
C 0.75074 2.34093 2.56870 0.004
C 2.08682 2.69360 2.76915 -0.001
C 2.40557 3.80313 3.53011 0.001
C 1.39194 4.56627 4.09987 -0.003
C 0.06624 4.21133 3.91530 0.001
C -0.25986 3.09841 3.15068 -0.001
C -1.34092 -1.84159 3.19434 0.000
C -0.81060 -3.13078 3.20005 0.001
C -0.68358 -3.83221 4.39307 0.000
C -1.07683 -3.26998 5.59379 0.001
C -1.63263 -1.99761 5.58746 0.000
C -1.77580 -1.29324 4.40468 0.001
P -1.11350 -0.93688 -0.84559 0.028
C -2.83050 -0.53545 -1.22920 0.002
C -3.14971 -0.03114 -2.49109 0.000
C -4.45609 0.29793 -2.79944 0.000
C -5.45483 0.13584 -1.84526 -0.001
C -5.14355 -0.36109 -0.59013 0.001
C -3.83288 -0.70018 -0.27782 -0.001
C -0.69187 -2.40027 -1.83898 0.010
C 0.63248 -2.81229 -1.96969 0.002
C 0.94191 -3.95794 -2.68252 0.000
C -0.07577 -4.70287 -3.27142 0.000
C -1.39603 -4.30466 -3.13280 0.001
C -1.70909 -3.15626 -2.41453 0.001
H -1.86625 -2.63570 0.61285 0.000
H -0.16243 -2.29184 0.80832 0.000
H -1.51284 0.68771 3.01488 0.001
H -2.05165 0.81793 1.35153 -0.001
H 1.93616 -1.21328 0.22155 0.008
H 3.27607 -3.08304 1.13188 0.000
H 3.55273 -3.31591 3.57544 0.000
H 2.49899 -1.68544 5.10446 0.000
H 1.17656 0.17962 4.20590 0.000
H 2.88088 2.08380 2.35990 0.000
H 3.44148 4.06883 3.69250 0.000
H 1.64072 5.43295 4.69730 0.000
H -0.72269 4.79912 4.36428 0.000
H -1.30084 2.85342 3.00020 0.000
H -0.48527 -3.61313 2.28997 0.000
H -0.27068 -4.83237 4.37163 0.000
H -0.97563 -3.82016 6.51875 0.000
H -1.97996 -1.55175 6.51005 0.000
H -2.26113 -0.32723 4.43982 0.000
H -2.37607 0.09659 -3.23913 0.000
H -4.70083 0.68222 -3.78059 0.000
H -6.47699 0.39654 -2.08426 0.000
H -5.92059 -0.49055 0.15086 0.000
H -3.60328 -1.08487 0.70888 0.000
H 1.42762 -2.22486 -1.52614 0.002
H 1.97118 -4.27784 -2.78071 0.000
H 0.16469 -5.59790 -3.82944 0.000
H -2.18952 -4.88892 -3.57901 0.000
H -2.74310 -2.85381 -2.31283 0.000
Se 0.07286 -1.38571 -5.19557 0.000
N -0.33553 -0.01007 -6.21143 0.005
C -0.32495 1.06317 -5.44043 0.001
C -0.60849 2.39303 -5.86151 0.011
C -0.54993 3.36520 -4.91612 0.000
C -0.22921 3.04920 -3.56953 0.012
N 0.03498 1.83779 -3.12123 0.012
C 0.00233 0.82589 -4.06096 0.010
N 0.25316 -0.41382 -3.72407 0.019
H -0.86070 2.59351 -6.89428 0.000
H -0.75679 4.39886 -5.15263 0.000
H -0.20301 3.84927 -2.84454 0.004
C 4.10962 0.73605 -0.19402 0.004
As 2.76916 1.15980 -1.52401 0.029
C 3.33636 2.91251 -2.11795 0.002
C 3.31709 0.04714 -3.00830 0.011
H 5.05479 1.15045 -0.54276 0.000
H 4.20501 -0.34001 -0.07596 0.000
H 3.85135 1.17337 0.76473 0.000
H 4.35234 2.83321 -2.50270 -0.001
H 3.32092 3.60764 -1.28048 0.000
H 2.67479 3.27557 -2.90131 0.000
H 4.40515 0.07723 -3.05411 0.001
H 2.90285 0.43983 -3.93334 0.000
H 2.97494 -0.97601 -2.87390 0.000
O -2.08987 4.26861 -1.51948 0.020
S -1.59736 3.54592 -0.39678 0.024
O -1.65390 2.01026 -0.70561 0.120
O -2.11843 3.77420 0.90594 0.014
S 0.50638 3.61000 -0.41561 0.179
```

The calculation puts the lowest unoccupied orbital energy (spin up / spin down) at -6.68 / -7.45 eV. The value obtained for the gap between HOMO and LUMO (spin up / spin down) is 5.84 / 5.06 eV. The calculation puts the energy relative to the best compared isomer or geometry (same formula, charge and spin) at 1.8 kcal/mol. The net charge is +2. As for the spin multiplicity: 4. Its expectation value of S² is 3.779.

=====

Among the records above, which one has the lowest net charge?
C40H40F36N11O25S12

=====

The highest energy relative to the best compared isomer or geometry (same formula, charge and spin) belongs to which entry?
C40H41AsN4O3P2ReS2Se